# 1
Density functional theory data (the ωB97M-V functional and the def2-TZVPD basis) for a structure of composition C2H11NO5 at a distorted geometry.

Cartesian coordinates (Å):
O1 -0.867 2.158 0.617
O2 2.219 -0.447 1.056
O3 -0.242 -3.085 1.177
O4 1.244 1.394 0.262
O5 0.071 1.778 -2.317
N1 -0.955 -0.216 -0.051
C1 0.398 -0.736 -0.468
C2 1.375 0.126 0.370
H1 -0.512 2.390 -1.852
H2 0.272 -3.249 1.977
H3 -1.321 -0.840 0.684
H4 0.291 1.952 0.733
H5 0.529 -0.437 -1.527
H6 -0.104 -3.799 0.542
H7 -1.106 2.308 1.542
H8 -1.651 -0.266 -0.910
H9 0.488 -1.858 -0.440
H10 -1.022 0.890 0.450
H11 0.892 1.936 -1.845

Computed properties:
Frontier orbital gap ... 9.53 eV
Maximum force ... 3.3 eV Å⁻¹
DFT total energy ... -513.7268 Ha

=====

# 2
Density functional theory data (the ωB97M-V functional and the def2-TZVPD basis) for a cluster of 2 separate species, C2H11O6P4 in total at a distorted geometry.

Cartesian coordinates (Å):
P1 3.929 0.666 -0.374
P2 -0.697 1.782 0.701
P3 2.425 -1.148 -0.318
P4 0.546 0.246 -0.467
O1 0.044 -1.240 1.548
O2 0.894 1.234 -1.806
O3 2.402 -1.833 0.968
O4 3.853 0.820 -1.953
O5 -0.414 -0.879 -1.034
O6 0.657 2.600 1.133
C1 -1.744 -0.817 -1.521
C2 -2.890 -1.516 -0.649
H1 -2.956 -2.562 -0.557
H2 -3.721 -1.224 -1.189
H3 -1.650 -1.430 -2.461
H4 1.636 0.767 -2.355
H5 -0.038 -1.369 2.481
H6 4.846 -0.458 -0.241
H7 0.118 -2.115 1.259
H8 4.540 1.312 -2.531
H9 0.407 3.599 1.285
H10 -1.997 0.187 -1.696
H11 -2.823 -1.066 0.432

Computed properties:
Frontier orbital gap (alpha / beta) ... 7.88 / 5.52 eV
Net charge ... +1
Maximum force ... 4.8 eV Å⁻¹
DFT total energy ... -1899.3626 Ha

=====

# 3
Density functional theory data (the ωB97M-V functional and the def2-TZVPD basis) for a cluster of 3 separate species, C2H12N2O2 in total at a distorted geometry.

Cartesian coordinates (Å):
O1 -0.279 0.995 3.668
O2 -3.682 2.175 -1.436
N1 0.323 -2.156 -0.281
N2 0.428 0.831 -0.648
C1 1.531 -1.363 0.083
C2 1.489 -0.208 -0.952
H1 -0.089 -2.592 0.528
H2 2.487 -1.839 -0.061
H3 2.398 0.358 -0.768
H4 0.503 1.682 -1.200
H5 -0.335 0.278 -1.078
H6 0.533 -2.820 -1.022
H7 -0.915 1.672 3.924
H8 -4.438 1.580 -1.373
H9 1.459 -0.934 1.084
H10 0.059 1.337 2.831
H11 -2.936 1.566 -1.320
H12 1.465 -0.562 -1.979

Computed properties:
Frontier orbital gap ... 10.13 eV
SMILES string ... NCCN.O.O
Maximum force ... 3.1 eV Å⁻¹
DFT total energy ... -343.3522 Ha

=====

# 4
Density functional theory data (the ωB97M-V functional and the def2-TZVPD basis) for a cluster of 4 separate species, C2H12N2O3 in total at a distorted geometry.

Cartesian coordinates (Å):
O1 -2.906 -0.699 2.361
O2 5.917 -0.624 0.562
O3 1.918 1.191 1.903
N1 -1.673 -0.270 -2.585
N2 -1.738 -0.430 -0.192
C1 -1.565 -0.900 -1.357
C2 -1.451 1.027 -0.091
H1 1.599 1.220 0.989
H2 -1.998 -0.596 2.045
H3 -0.397 1.161 -0.326
H4 -1.735 -0.845 -3.404
H5 6.266 -0.996 -0.255
H6 -1.907 1.468 0.802
H7 -2.109 0.610 -2.762
H8 -1.631 -1.990 -1.430
H9 1.882 0.244 2.066
H10 6.779 -0.509 0.991
H11 -1.895 1.695 -0.831
H12 -3.355 -0.758 1.514

Computed properties:
Frontier orbital gap ... 9.98 eV
SMILES string ... C/N=C\N.O.O.O
Maximum force ... 2.6 eV Å⁻¹
DFT total energy ... -418.5825 Ha

=====

# 5
Density functional theory data (the ωB97M-V functional and the def2-TZVPD basis) for a cluster of 4 separate species, C2H12N2O3 in total at a distorted geometry.

Cartesian coordinates (Å):
O1 1.420 1.375 1.132
O2 0.273 5.652 -1.651
O3 -1.085 3.320 0.131
N1 0.643 -1.935 1.785
N2 0.404 -2.804 -0.335
C1 -0.086 -2.489 0.905
C2 -0.579 -3.492 -1.295
H1 -1.196 -2.695 1.097
H2 1.827 1.458 2.064
H3 0.282 -2.244 2.671
H4 0.086 4.661 -1.377
H5 -1.281 -3.977 -0.612
H6 -0.393 2.843 0.677
H7 -1.379 2.640 -0.495
H8 1.048 -2.090 -0.767
H9 -0.137 -4.217 -2.031
H10 1.370 0.392 1.018
H11 -1.060 -2.699 -1.812
H12 -0.158 6.302 -1.105

Computed properties:
Frontier orbital gap ... 9.89 eV
SMILES string ... [H]/N=C/NC.O.O.O
Maximum force ... 3.5 eV Å⁻¹
DFT total energy ... -418.5781 Ha

=====

# 6
Density functional theory data (the ωB97M-V functional and the def2-TZVPD basis) for a cluster of 4 separate species, C2H12N2O4 in total at a distorted geometry.

Cartesian coordinates (Å):
O1 0.357 -1.251 -1.802
O2 -0.558 -3.143 0.694
O3 -0.080 1.655 -0.185
O4 -0.317 1.227 -3.008
N1 0.230 0.304 1.626
N2 -1.668 0.136 0.323
C1 1.385 1.041 2.107
C2 -0.483 0.765 0.553
H1 -2.019 0.381 -0.587
H2 2.213 0.345 2.250
H3 0.109 1.960 -3.473
H4 0.965 -1.570 -2.458
H5 1.691 1.707 1.300
H6 -0.244 -2.913 -0.176
H7 -0.187 -2.487 1.292
H8 -0.319 -0.116 2.344
H9 1.199 1.633 3.002
H10 -1.867 -0.822 0.512
H11 0.060 -0.436 -2.207
H12 -0.467 1.585 -2.105

Computed properties:
Frontier orbital gap ... 10.80 eV
SMILES string ... CNC(N)=O.O.O.O
Maximum force ... 1.2 eV Å⁻¹
DFT total energy ... -493.9160 Ha

=====

# 7
Density functional theory data (the ωB97M-V functional and the def2-TZVPD basis) for a cluster of 4 separate species, C2H12N2O4 in total at a distorted geometry.

Cartesian coordinates (Å):
O1 -0.915 0.344 -1.498
O2 -1.425 -1.657 0.818
O3 0.360 2.123 2.306
O4 -1.950 1.060 0.892
N1 2.363 -0.226 0.201
N2 1.025 -0.864 -1.567
C1 -0.080 -0.217 -2.137
C2 1.231 -1.105 -0.156
H1 -2.118 1.829 0.324
H2 -1.784 -0.900 0.331
H3 -0.012 -0.283 -3.231
H4 2.876 0.128 -0.598
H5 1.517 -2.121 -0.042
H6 -0.518 2.213 1.904
H7 1.751 -1.085 -2.240
H8 0.245 1.417 2.953
H9 2.135 0.613 0.760
H10 0.343 -0.806 0.394
H11 -1.028 0.909 0.653
H12 -2.207 -2.174 1.036

Computed properties:
Spin multiplicity ... 2
Frontier orbital gap (alpha / beta) ... 11.34 / 5.80 eV
Net charge ... +1
Expectation value of S² ... 0.76
Maximum force ... 2.2 eV Å⁻¹
DFT total energy ... -493.5281 Ha

=====

# 8
Density functional theory data (the ωB97M-V functional and the def2-TZVPD basis) for a cluster of 3 separate species, C2H12N3O2 in total at a distorted geometry.

Cartesian coordinates (Å):
O1 2.058 -0.291 0.789
O2 1.011 -2.129 -0.988
N1 -1.583 0.627 0.529
N2 0.251 0.420 -0.928
N3 -0.749 2.506 -0.465
C1 -1.488 -0.786 0.837
C2 -0.657 1.123 -0.312
H1 1.849 -2.400 -0.592
H2 0.107 -0.595 -1.098
H3 1.056 0.809 -1.387
H4 -1.621 -0.898 1.928
H5 -0.497 -1.169 0.699
H6 2.943 0.016 1.037
H7 1.152 -2.332 -1.926
H8 -2.441 1.143 0.601
H9 1.787 -0.627 1.668
H10 -2.217 -1.419 0.304
H11 -0.121 2.977 -1.095
H12 -0.840 3.023 0.398

Computed properties:
Frontier orbital gap ... 11.44 eV
Net charge ... +1
Maximum force ... 2.9 eV Å⁻¹
DFT total energy ... -397.9401 Ha